Record 1
A structure of composition C7H18BrNOSb at a distorted geometry, computed with ωB97M-V with the def2-TZVPD basis set.

Calculated values
- frontier orbital gap (eV) = 6.72
- lowest unoccupied orbital energy (eV) = 3.09
- total charge = -1

Atoms and positions in Å:
Sb (0.387, -2.657, -0.121)
Br (2.468, -0.699, 2.492)
O (-1.346, -0.312, 1.671)
N (-2.328, 1.050, -0.246)
C (-1.712, -0.202, 0.367)
C (-1.500, -1.536, -0.571)
C (1.833, 0.138, 0.784)
C (-1.360, 1.734, -1.212)
C (1.661, -0.894, -0.475)
C (-2.617, 2.112, 0.803)
C (3.049, 1.196, 0.330)
H (0.877, 0.840, 0.923)
H (-0.239, 1.666, -0.865)
H (-3.481, 2.818, 0.378)
H (-1.690, 2.843, 0.975)
H (-2.390, -2.290, -0.318)
H (1.146, -0.268, -1.351)
H (3.047, 1.374, -0.846)
H (2.938, 2.205, 0.914)
H (1.868, -3.591, 0.173)
H (4.053, 0.663, 0.695)
H (-3.022, 1.689, 1.822)
H (-1.631, 2.893, -1.223)
H (-1.525, 1.362, -2.331)
H (0.238, -2.384, 1.592)
H (2.728, -1.186, -0.893)
H (-1.548, -1.307, -1.728)
H (-0.493, -4.164, 0.094)
H (0.589, -3.092, -1.833)


Record 2
A structure of composition C7H18ClI2LuO5P2 at a distorted geometry, computed with ωB97M-V with the def2-TZVPD basis set.

Calculated values
- frontier orbital gap (eV) = 6.94
- lowest unoccupied orbital energy (eV) = -9.47
- energy relative to the best compared isomer or geometry (same formula, charge and spin) (kJ/mol) = 0.0
- total charge = +2

Atoms and positions in Å:
Lu (-0.420, 0.220, -0.153)
I (-1.103, 0.128, -4.189)
I (1.513, -0.396, -3.190)
Cl (-0.069, 0.083, 3.487)
P (1.275, 2.469, -0.480)
P (-1.319, -2.462, -0.392)
O (-1.125, 0.453, 4.311)
O (1.081, 0.913, 3.667)
O (0.253, -1.299, 3.596)
O (2.507, -1.306, 0.379)
O (-0.520, 0.296, 1.942)
C (0.406, 3.540, 0.791)
C (0.968, 3.255, -2.140)
C (3.055, 2.569, 0.053)
C (1.607, -0.844, -0.177)
C (-2.177, -2.704, -2.028)
C (-0.388, -3.968, 0.179)
C (-2.682, -2.309, 0.898)
H (-0.963, -4.893, 0.228)
H (1.349, 4.278, -2.242)
H (-2.233, -2.175, 1.903)
H (-0.018, -3.732, 1.174)
H (0.571, 3.122, 1.805)
H (0.789, 4.574, 0.749)
H (-3.305, -1.419, 0.671)
H (-0.117, 3.255, -2.312)
H (-3.318, -3.212, 0.895)
H (3.639, 1.931, -0.607)
H (-2.813, -3.595, -2.095)
H (-0.684, 3.542, 0.585)
H (0.458, -4.111, -0.489)
H (-2.784, -1.811, -2.221)
H (3.490, 3.568, 0.065)
H (3.085, 2.162, 1.061)
H (1.410, 2.608, -2.907)
H (-1.415, -2.731, -2.815)


Record 3
A structure of composition C7H18ClI2OP2Ru at a distorted geometry, computed with ωB97M-V with the def2-TZVPD basis set.

Calculated values
- frontier orbital gap (spin up / spin down) (eV) = 7.03 / 3.14
- lowest unoccupied orbital energy (spin up / spin down) (eV) = -12.98 / -15.33
- multiplicity = 5
- energy relative to the best compared isomer or geometry (same formula, charge and spin) (kJ/mol) = 266.3
- total charge = +3
- expectation value of S² = 6.03

Atoms and positions in Å:
I (3.785, 0.102, -1.808)
I (2.926, -0.722, 2.925)
Ru (-0.955, 0.087, -0.155)
Cl (-3.283, 0.301, -0.536)
P (-0.104, 2.167, 0.361)
P (-0.365, -2.120, -0.446)
O (1.920, -0.176, 0.324)
C (-0.945, -2.297, -2.138)
C (-0.621, 3.012, -1.143)
C (1.594, 2.614, 0.742)
C (0.773, -0.072, 0.132)
C (1.259, -2.874, -0.288)
C (-1.131, 2.486, 1.811)
C (-1.452, -2.827, 0.817)
H (1.955, 2.067, 1.639)
H (-2.366, -2.215, 0.821)
H (1.667, -2.729, 0.734)
H (-0.903, -2.770, 1.766)
H (-1.191, 3.572, 1.930)
H (-1.583, 2.572, -1.449)
H (2.267, 2.377, -0.122)
H (-1.158, -3.365, -2.302)
H (-1.844, -1.666, -2.244)
H (1.626, 3.707, 0.937)
H (1.980, -2.421, -1.031)
H (-2.113, 2.027, 1.617)
H (-0.614, 2.024, 2.672)
H (1.159, -3.961, -0.501)
H (0.177, 2.842, -1.894)
H (-1.640, -3.860, 0.531)
H (-0.116, -1.959, -2.801)
H (-0.705, 4.079, -0.901)


Record 4
A cluster of 2 separate species, C7H18ClN3O4P in total, computed with ωB97M-V with the def2-TZVPD basis set.

Calculated values
- frontier orbital gap (eV) = 9.40
- lowest unoccupied orbital energy (eV) = -3.42
- total charge = +1

Atoms and positions in Å:
Cl (3.341, 0.354, 0.759)
P (1.996, 0.576, -0.723)
O (-1.334, 1.495, 4.664)
O (2.195, 2.156, -0.981)
O (1.763, -2.671, -1.297)
O (-2.712, 2.623, 3.406)
N (-2.452, 1.574, 4.351)
N (0.477, 0.560, 0.409)
N (-2.371, 1.169, 0.791)
C (-0.111, 1.891, 0.759)
C (-0.587, -0.402, -0.104)
C (1.508, -2.860, -2.694)
C (1.969, -4.218, -3.179)
C (-1.689, 2.862, 2.447)
C (-1.970, 0.242, -0.268)
C (-1.303, 1.614, 1.665)
H (-2.673, -0.591, -0.294)
H (1.477, -5.011, -2.617)
H (-2.034, 0.729, -1.244)
H (-0.973, 0.825, 2.361)
H (-0.613, -1.257, 0.568)
H (-0.242, -0.782, -1.065)
H (2.713, -2.761, -1.161)
H (0.807, 0.193, 1.303)
H (3.047, -4.331, -3.044)
H (-3.180, 0.848, 1.302)
H (1.745, -4.348, -4.238)
H (-0.447, 2.384, -0.154)
H (1.485, 2.541, -1.521)
H (1.995, -2.064, -3.267)
H (0.430, -2.755, -2.817)
H (-0.801, 3.315, 2.897)
H (-2.106, 3.590, 1.752)
H (0.648, 2.510, 1.234)


Record 5
A cluster of 2 separate species, C7H18F2N3P in total at a distorted geometry, computed with ωB97M-V with the def2-TZVPD basis set.

Calculated values
- frontier orbital gap (eV) = 8.60
- lowest unoccupied orbital energy (eV) = 0.76
- energy relative to the best compared isomer or geometry (same formula, charge and spin) (kJ/mol) = 2.3

Atoms and positions in Å:
P (0.399, -0.155, 0.143)
F (3.478, -0.147, -0.732)
F (3.106, 1.697, 0.206)
N (-0.428, -1.592, 0.598)
N (-0.785, 0.934, 0.886)
N (0.027, -0.051, -1.560)
C (0.396, -1.191, -2.446)
C (-1.641, 1.866, 0.101)
C (-1.838, -1.566, 0.623)
C (3.156, 0.324, 0.421)
C (0.718, 1.220, -2.068)
C (-0.076, 1.621, 2.031)
C (0.141, -2.269, 1.719)
H (-1.694, 1.437, -0.959)
H (1.267, -2.177, 1.727)
H (0.056, -3.372, 1.587)
H (1.424, -1.210, -2.982)
H (-0.143, -1.193, -3.321)
H (1.679, 0.877, -2.399)
H (-2.196, -1.036, 1.573)
H (0.347, -2.165, -1.832)
H (-2.415, -0.983, -0.219)
H (-2.604, 2.124, 0.596)
H (-0.981, 2.840, 0.071)
H (0.687, 1.919, -1.252)
H (0.298, 0.875, 2.838)
H (0.840, 2.158, 1.725)
H (-0.786, 2.316, 2.539)
H (0.125, 1.435, -2.955)
H (-0.249, -1.906, 2.689)
H (-2.305, -2.631, 0.652)


Record 6
A cluster of 3 separate species, C7H18N5 in total at a distorted geometry, computed with ωB97M-V with the def2-TZVPD basis set.

Calculated values
- frontier orbital gap (eV) = 8.98
- lowest unoccupied orbital energy (eV) = -2.61
- energy relative to the best compared isomer or geometry (same formula, charge and spin) (kJ/mol) = 0.0
- total charge = +1

Atoms and positions in Å:
N (-0.842, 0.467, -1.487)
N (-0.161, -0.246, 0.521)
N (-0.656, -2.827, -0.061)
N (0.034, -3.897, -2.052)
N (1.709, 1.544, 1.448)
C (1.742, 2.536, 2.027)
C (-0.416, 1.675, -2.251)
C (-1.325, 0.753, 0.765)
C (1.691, 3.720, 2.861)
C (-1.955, 0.880, -0.654)
C (0.341, -0.117, -0.868)
C (0.213, -3.120, -0.978)
H (-2.877, 0.320, -1.074)
H (0.644, -0.184, 1.251)
H (1.283, 3.414, 3.839)
H (-0.827, 1.729, 0.905)
H (0.388, 2.216, -1.742)
H (-0.088, 1.314, -3.213)
H (-1.626, -3.216, -0.141)
H (0.887, -4.036, -2.494)
H (-0.465, -1.749, 0.318)
H (-1.921, 0.402, 1.535)
H (-1.268, 2.245, -2.533)
H (1.263, 0.434, -1.004)
H (1.209, 4.582, 2.420)
H (-0.736, -4.481, -2.123)
H (2.718, 3.930, 3.087)
H (-2.042, 1.962, -0.793)
H (0.648, -1.120, -1.260)
H (1.293, -2.908, -0.828)


no.,electronic energy (eV)
1,-87661.0471
2,-98688.1674
3,-59448.1204
4,-42013.7576
5,-26740.5474
6,-14993.0730